<P>
Here is a 14-piece molecular cluster, C5H39NO14 overall from the OMol25 dataset. Energies are from the ωB97M-V functional and the def2-TZVPD basis.

Structure (XYZ):
```
59
C5H39NO14 | the OMol25 dataset | the ωB97M-V functional and the def2-TZVPD basis
C 2.481 0.422 1.487
C 3.669 1.275 1.906
C 1.227 1.263 1.311
N 0.102 0.453 0.820
C -1.167 1.215 0.875
C -1.475 1.941 -0.424
O -2.094 1.033 -1.363
H 2.311 -0.347 2.261
H 2.704 -0.150 0.591
H 4.555 0.660 2.055
H 3.896 2.072 1.200
H 3.470 1.778 2.864
H 0.981 1.765 2.263
H 1.441 2.073 0.607
H -0.017 -0.373 1.409
H -1.984 0.530 1.104
H -1.166 1.966 1.672
H -2.205 2.739 -0.283
H -0.605 2.386 -0.912
H -1.555 0.893 -2.162
H 2.849 1.339 -2.410
H 3.740 0.920 -1.198
O 3.246 0.562 -1.958
H 2.883 -3.169 -0.706
H 1.881 -1.973 -0.466
O 2.423 -2.660 -0.027
H -0.837 -3.017 1.594
H -1.949 -1.985 1.081
O -1.338 -2.191 1.822
H 0.857 1.870 -3.250
H 1.848 2.729 -4.058
O 1.662 2.436 -3.143
H 0.114 -2.373 -1.631
H -1.402 -2.656 -1.420
O -0.549 -3.093 -1.615
H -0.277 -4.038 -0.098
H 0.920 -3.884 0.826
O 0.020 -4.248 0.814
H -1.045 0.328 4.150
H -0.796 1.554 5.086
O -0.680 1.242 4.189
H 0.971 3.882 -0.476
H 1.398 3.688 -1.931
O 1.252 4.377 -1.252
H -1.402 -1.848 4.861
H -1.757 -1.603 3.361
O -1.821 -1.220 4.267
H -0.538 -0.127 -3.993
H 0.184 -0.123 -2.626
O -0.284 0.488 -3.287
H 1.842 -0.292 -1.583
H 0.568 -0.240 -0.586
O 0.981 -0.765 -1.401
H -2.322 -0.691 -0.789
H -3.574 -1.558 -0.832
O -2.650 -1.594 -0.558
H -5.320 0.611 -0.931
H -3.908 0.616 -1.628
O -4.739 0.113 -1.510
```

Summary:
LUMO (Eh): -0.00145
Highest occupied orbital energy (eV): -10.15

These are the Mulliken partial charges, in e, on atoms 1 to 8:
1 C 0.15
2 C -1.66
3 C -0.35
4 N 0.08
5 C -0.77
6 C -0.48
7 O -0.64
8 H 0.31



<Q>
Here is a 14-piece molecular cluster, C5H39NO14 overall from the OMol25 dataset. Energies are from the ωB97M-V functional and the def2-TZVPD basis.

Structure (XYZ):
```
59
C5H39NO14 | the OMol25 dataset | the ωB97M-V functional and the def2-TZVPD basis
C 0.190 -0.190 0.273
C 0.980 -1.361 0.776
C 0.799 -1.695 2.253
C -0.717 -1.503 2.662
N 2.464 -1.220 0.604
C 2.956 -1.945 -0.600
O 2.728 -1.235 -1.802
H -0.037 -0.360 -0.818
H -0.871 -0.220 0.787
H 0.637 0.790 0.141
H 0.778 -2.344 0.059
H 1.532 -0.892 2.624
H 1.201 -2.746 2.445
H -1.464 -2.056 2.043
H -0.804 -1.746 3.749
H -1.147 -0.336 2.711
H 2.838 -0.281 0.657
H 2.579 -2.952 -0.872
H 4.094 -2.020 -0.596
H 2.806 -0.243 -1.622
H -1.073 2.874 -0.405
H -2.089 1.945 0.090
O -1.751 2.327 -0.698
H -4.624 -0.803 -1.136
H -3.555 -1.801 -0.834
O -3.891 -1.015 -0.525
H -0.707 2.343 -2.271
H -0.280 0.891 -1.848
O 0.023 1.771 -2.142
H -1.831 -1.199 -0.839
H -0.633 -1.996 -1.493
O -1.580 -1.989 -1.256
H 3.138 1.825 -2.029
H 1.759 1.694 -1.593
O 2.631 1.367 -1.523
H -3.392 0.223 0.731
H -3.724 0.967 1.792
O -2.982 0.832 1.212
H -0.629 3.105 3.123
H -1.353 1.872 2.865
O -0.762 2.246 3.502
H -2.171 -0.656 -3.340
H -2.709 0.495 -2.452
O -2.985 -0.321 -2.960
H 2.467 2.007 2.048
H 2.362 1.851 0.508
O 2.371 2.526 1.209
H 1.140 -1.343 -2.325
H 0.445 -0.690 -3.458
O 0.245 -0.984 -2.624
H 1.106 3.422 0.580
H 0.817 4.374 -0.493
O 0.350 3.792 0.151
H 0.965 1.501 3.205
H 2.040 0.659 3.702
O 1.830 1.536 3.459
H -0.795 -4.960 -0.272
H -1.037 -3.743 -1.253
O -1.261 -4.698 -1.043
```

Summary:
LUMO (Eh): 0.00837
Highest occupied orbital energy (eV): -9.41

These are the Mulliken partial charges, in e, on atoms 1 to 8:
1 C 3.60
2 C 0.72
3 C -0.37
4 C -0.84
5 N -0.36
6 C -0.42
7 O -0.65
8 H -2.06



<P> is the most stable structure; the next one sits 0.2268 hartree above it.